Record 1
ORCA calculation (ωB97M-V/def2-TZVPD) on C43H41Br2N8O2Si2Sn as an isolated structure.

CARTESIAN COORDINATES (ANGSTROEM)
Sn  0.35  0.08  -0.21
Br  -0.08  6.84  -3.22
Br  1.16  6.14  4.52
Si  -2.67  1.26  -1.57
Si  -2.94  1.62  1.54
O  0.30  -0.66  1.86
O  3.54  0.12  -0.21
N  1.05  -0.96  -2.68
N  1.25  2.66  1.45
N  1.92  -1.97  0.10
N  1.91  3.17  -1.16
N  -1.32  -1.46  -0.47
N  1.70  -3.00  0.76
N  1.42  -2.66  -6.77
N  4.41  0.29  -5.23
C  4.85  -1.00  -1.92
C  3.45  -0.34  -5.10
C  1.19  4.72  3.27
C  -1.28  -2.79  -0.61
C  2.28  -1.11  -4.92
C  4.28  -3.28  -2.46
C  0.74  5.25  -1.01
C  -0.35  -6.89  3.15
C  -1.94  2.97  -1.87
C  0.89  -5.51  1.60
C  1.89  3.29  -2.49
C  -4.53  1.40  -1.87
C  0.70  -3.02  1.71
C  0.12  -1.88  2.29
C  1.33  4.13  -0.44
C  -2.29  0.61  0.13
C  -2.05  0.19  -2.98
C  -2.33  3.41  1.48
C  4.33  1.28  -0.38
C  1.16  2.41  2.75
C  -0.85  -5.76  3.76
C  0.75  5.36  -2.39
C  -2.36  0.97  3.21
C  3.83  -0.96  -0.98
C  1.61  -1.03  -3.69
C  1.81  -1.96  -5.93
C  -3.25  -1.64  0.90
C  3.26  -3.24  -1.52
C  -2.32  -0.83  0.21
C  1.33  4.37  -3.16
C  0.38  -4.34  2.21
C  0.53  -6.75  2.07
C  1.11  3.41  3.71
C  3.03  -2.09  -0.79
C  5.06  -2.16  -2.66
C  -4.82  1.77  1.71
C  -0.50  -4.48  3.30
C  1.29  5.00  1.92
C  -0.99  -3.30  3.93
C  -2.21  -3.61  -0.03
C  1.30  3.92  1.04
C  -3.19  -3.01  0.77
C  -0.68  -2.07  3.46
H  -5.01  2.15  -1.24
H  -0.45  -3.17  -1.20
H  1.02  3.17  4.76
H  5.37  1.07  -0.12
H  1.09  1.37  3.03
H  -3.92  -3.63  1.29
H  -2.15  -4.68  -0.15
H  -2.68  1.66  4.00
H  1.33  4.41  -4.24
H  0.24  6.00  -0.40
H  5.83  -2.16  -3.42
H  -1.06  -1.18  3.94
H  4.27  1.65  -1.40
H  0.93  -7.63  1.59
H  -0.97  0.12  -3.04
H  2.60  -4.09  -1.37
H  -2.85  4.00  0.72
H  -1.63  -3.40  4.80
H  -5.06  2.29  2.64
H  -1.96  3.18  -2.94
H  -1.53  -5.85  4.60
H  1.36  6.02  1.57
H  -2.77  -0.02  3.44
H  1.57  -5.42  0.77
H  -5.26  2.34  0.88
H  -4.03  -1.18  1.48
H  -4.72  1.68  -2.92
H  -1.27  0.89  3.23
H  -5.02  0.44  -1.69
H  4.43  -4.17  -3.06
H  -5.32  0.80  1.73
H  -2.51  3.87  2.45
H  -1.26  3.46  1.27
H  -0.63  -7.87  3.51
H  -2.48  3.77  -1.36
H  -2.44  -0.83  -2.93
H  -2.41  0.64  -3.91
H  2.36  2.49  -3.05
H  -0.90  3.02  -1.54
H  3.91  2.02  0.29
H  5.47  -0.14  -2.10

Summary:
Gap between HOMO and LUMO: 6.3 eV
Strongest force on any atom: 0.25 eV/Å
E_HOMO: -0.1695 Ha
DFT total energy: -8193.1792 Eh
Charge: -1

Here are the Löwdin charges for atoms 1 to 4, given in e: number 1, Sn, carries 1.328; number 2, Br, carries 0.747; number 3, Br, carries 0.743; number 4, Si, carries 0.398

***

Record 2
ORCA calculation (ωB97M-V/def2-TZVPD) on C43H41Br5N2O4ReS2Si as an isolated structure at a distorted geometry.

CARTESIAN COORDINATES (ANGSTROEM)
Re  0.08  -0.10  0.12
Br  5.32  -4.96  0.07
Br  5.10  0.62  1.48
Br  6.87  -2.21  1.03
Br  0.28  -0.12  -2.49
Br  1.99  -4.86  -0.48
S  -5.23  4.47  -1.40
S  1.12  -1.07  7.07
Si  -2.58  -2.28  0.81
O  2.14  0.01  0.81
O  -1.44  -1.31  0.16
O  1.03  -2.00  0.08
O  0.88  1.72  -0.21
N  -1.51  1.28  0.30
N  -0.08  0.07  2.15
C  3.00  -3.37  0.05
C  -2.53  1.88  4.28
C  2.87  5.19  -0.29
C  -1.41  1.03  3.93
C  4.34  -1.00  0.91
C  -3.51  3.37  -2.90
C  -0.32  4.24  -5.95
C  2.43  -2.12  7.37
C  0.70  1.73  -2.59
C  -0.61  0.36  4.87
C  4.34  -3.37  0.29
C  -3.23  2.77  -0.43
C  1.32  -1.16  5.37
C  -2.94  2.33  1.92
C  -2.71  -3.85  -0.13
C  -3.62  2.97  0.87
C  1.24  4.34  -2.70
C  5.02  -2.16  0.73
C  0.73  2.32  -3.83
C  -1.88  1.51  1.59
C  1.30  3.95  1.16
C  0.44  5.80  -0.23
C  0.66  -0.55  3.07
C  1.05  4.38  -5.27
C  1.37  5.87  -5.14
C  0.43  -0.43  4.44
C  -4.22  -1.41  0.77
C  -3.88  3.44  -1.59
C  1.01  3.68  -3.91
C  1.44  4.64  -0.21
C  -4.34  4.15  -3.76
C  2.27  -2.15  0.22
C  -3.26  2.50  3.32
C  -2.17  1.89  -0.67
C  2.93  -0.97  0.66
C  -1.12  0.85  2.59
C  -5.32  4.80  -3.07
C  2.37  -1.98  5.06
C  3.01  -2.53  6.21
C  1.19  3.74  -1.44
C  2.13  3.73  -6.15
C  -2.16  -2.66  2.57
C  0.92  2.36  -1.38
H  2.17  4.22  -7.13
H  -3.43  -4.53  0.35
H  -0.58  5.43  -0.19
H  2.71  -2.38  8.38
H  2.69  -2.19  4.05
H  3.61  4.38  -0.27
H  -3.04  -3.66  -1.15
H  3.04  5.78  -1.20
H  -0.31  4.73  -6.93
H  -4.54  -1.21  -0.26
H  -2.82  -3.44  2.98
H  0.60  6.44  0.64
H  0.54  1.73  -4.72
H  1.92  2.67  -6.32
H  1.46  -1.16  2.68
H  0.54  6.43  -1.12
H  3.11  3.81  -5.68
H  1.99  3.12  1.30
H  -2.67  2.79  -3.26
H  -4.44  3.63  1.11
H  -1.13  -3.02  2.66
H  -2.78  2.02  5.32
H  2.35  6.04  -4.68
H  3.86  -3.20  6.17
H  0.29  3.56  1.31
H  -2.27  -1.77  3.20
H  -0.58  3.19  -6.11
H  -6.08  5.46  -3.45
H  1.40  6.32  -6.13
H  -1.10  4.70  -5.35
H  0.62  6.40  -4.55
H  1.45  5.40  -2.73
H  -5.00  -2.00  1.26
H  -0.83  0.48  5.93
H  1.49  4.71  1.93
H  -4.21  4.23  -4.83
H  -4.09  3.14  3.60
H  -4.16  -0.44  1.29
H  -1.82  1.67  -1.67
H  3.07  5.84  0.57
H  -1.74  -4.36  -0.17

Summary:
Gap between HOMO and LUMO (alpha / beta): 4.9 / 4.6 eV
<S²>: 0.7562
Strongest force on any atom: 4.18 eV/Å
E_HOMO (alpha / beta): -0.2298 / -0.2269 Ha
Multiplicity: 2
DFT total energy: -16108.0225 Eh
ΔE to the lowest compared entry with this formula, charge and spin: 25.41 kcal per mole
Charge: 0

Here are the Löwdin charges for atoms 1 to 4, given in e: number 1, Re, carries 1.523; number 2, Br, carries 0.699; number 3, Br, carries 0.754; number 4, Br, carries 0.697

***

Record 3
ORCA calculation (ωB97M-V/def2-TZVPD) on C43H41Cl5N9O3Sr as an isolated structure at a distorted geometry.

CARTESIAN COORDINATES (ANGSTROEM)
Sr  0.22  -0.14  -0.60
Cl  -4.14  -3.51  4.01
Cl  -5.74  -0.88  4.48
Cl  -2.34  1.72  1.18
Cl  -4.82  1.74  3.08
Cl  -1.71  -3.51  2.03
O  4.23  -2.49  -0.24
O  2.95  -0.76  -0.71
O  -1.22  -0.94  0.79
N  3.37  -4.95  -0.21
N  0.19  -2.08  -2.27
N  0.38  2.23  -1.04
N  -1.85  0.12  -2.09
N  1.20  1.90  1.77
N  4.39  -4.16  -2.12
N  1.46  -1.02  1.38
N  -6.08  -5.57  -7.51
N  5.67  -4.49  -0.23
C  1.17  -2.96  -2.28
C  -3.98  0.28  2.78
C  -2.08  -2.05  -3.24
C  3.27  2.15  2.99
C  3.15  -1.79  -0.09
C  -4.60  -4.24  -5.90
C  -0.46  -3.95  -3.40
C  4.10  4.28  1.98
C  -2.61  -2.07  2.31
C  -0.08  4.22  -2.02
C  0.45  3.22  -0.09
C  -2.17  -0.91  1.60
C  2.68  -3.07  2.11
C  -3.46  -3.60  -6.38
C  -4.12  -3.44  -3.68
C  0.89  3.02  1.24
C  -3.68  -2.07  3.18
C  -2.65  -2.90  -5.50
C  0.07  2.84  -2.19
C  3.93  2.78  1.80
C  -2.61  1.18  -2.00
C  2.33  -4.56  2.03
C  2.09  0.97  5.22
C  -2.90  0.27  1.91
C  -3.82  -0.24  -3.20
C  -3.85  1.01  -2.67
C  -4.39  -0.89  3.42
C  -5.42  -4.97  -6.78
C  2.11  -2.24  0.95
C  1.91  1.78  2.95
C  4.40  -4.25  -0.74
C  -2.97  -2.81  -4.15
C  -0.85  -2.65  -2.97
C  0.82  -4.15  -2.96
C  3.28  -5.39  1.16
C  -0.13  0.82  4.08
C  1.33  1.17  4.08
C  -4.93  -4.15  -4.55
C  -2.55  -0.81  -2.83
C  4.00  1.91  4.14
C  -0.96  2.01  4.55
C  3.43  1.33  5.26
C  0.17  4.46  -0.68
H  3.76  -2.94  2.19
H  2.47  -4.79  -0.66
H  1.36  -2.84  0.41
H  4.28  -5.38  1.60
H  1.31  -4.66  1.66
H  2.24  -2.68  3.04
H  4.79  4.50  2.79
H  3.47  -4.07  -2.53
H  0.98  3.96  1.82
H  1.44  -5.02  -3.10
H  4.48  4.74  1.07
H  4.92  2.33  1.65
H  3.14  4.74  2.22
H  -0.31  -0.04  4.73
H  -0.33  4.94  -2.77
H  1.64  0.50  6.08
H  5.73  -4.35  0.77
H  -0.85  2.85  3.87
H  3.34  2.58  0.90
H  2.13  -0.36  1.75
H  -5.83  -4.64  -4.19
H  0.77  -1.20  2.10
H  5.04  -3.49  -2.49
H  -4.37  -3.37  -2.63
H  -0.64  2.33  5.54
H  -2.02  1.75  4.60
H  -2.28  2.07  -1.50
H  5.05  2.20  4.16
H  2.11  -2.71  -1.83
H  -3.21  -3.66  -7.43
H  0.15  5.41  -0.17
H  2.36  -4.99  3.03
H  -4.57  -0.73  -3.79
H  -0.04  2.28  -3.10
H  4.02  1.16  6.15
H  -0.43  0.56  3.06
H  2.94  -6.43  1.16
H  -1.07  -4.64  -3.96
H  -1.76  -2.40  -5.86
H  6.36  -3.93  -0.70
H  -4.64  1.74  -2.73

Summary:
Gap between HOMO and LUMO: 6.6 eV
Strongest force on any atom: 2.26 eV/Å
E_HOMO: -0.1778 Ha
DFT total energy: -4713.6217 Eh
ΔE to the lowest compared entry with this formula, charge and spin: 22.58 kcal per mole
Charge: -1

Here are the Löwdin charges for atoms 1 to 4, given in e: number 1, Sr, carries 1.474; number 2, Cl, carries 0.657; number 3, Cl, carries 0.635; number 4, Cl, carries 0.815

***

Record 4
ORCA calculation (ωB97M-V/def2-TZVPD) on C43H41N5P2SSbSe4Ti as an isolated structure.

CARTESIAN COORDINATES (ANGSTROEM)
Sb  2.42  -2.64  0.39
Se  -0.03  -3.08  0.75
Se  2.30  -0.26  -0.44
Se  3.58  -2.60  2.52
Se  3.37  -4.01  -1.39
Ti  -0.11  -0.75  -0.38
S  -2.98  -1.78  -1.86
P  -2.27  0.91  -0.24
P  -0.01  2.26  0.50
N  -1.71  2.31  0.66
N  -0.25  -1.87  -2.23
N  -0.35  -0.48  -2.36
N  -1.39  -3.83  -2.17
N  -0.32  2.21  -2.84
C  1.42  3.41  -4.63
C  -1.65  0.30  4.99
C  -3.52  -0.80  1.61
C  -0.47  4.92  -0.33
C  -4.45  3.73  -2.31
C  -0.56  -0.26  4.30
C  1.98  3.11  4.63
C  -1.46  -2.51  -2.13
C  -3.73  3.04  -1.34
C  -0.43  3.49  -3.14
C  -2.39  2.81  1.85
C  0.39  4.16  -4.04
C  0.59  0.06  -3.20
C  -3.18  1.78  -1.60
C  1.02  3.99  4.14
C  -3.34  1.25  -2.88
C  1.73  4.07  -0.74
C  -0.11  6.15  -0.88
C  -4.60  3.20  -3.57
C  -3.70  0.29  0.77
C  -0.16  -4.97  -3.98
C  1.17  6.33  -1.37
C  2.09  5.29  -1.30
C  0.42  3.74  2.91
C  -4.57  -1.28  2.38
C  2.33  1.99  3.88
C  -0.21  -4.61  -2.50
C  -0.48  -0.21  2.88
C  1.53  -0.89  -3.88
C  -1.71  0.23  6.38
C  0.46  -0.89  5.03
C  0.74  2.60  2.17
C  -0.41  -0.20  1.67
C  -4.97  0.85  0.68
C  1.54  2.07  -4.35
C  -0.69  -0.38  7.09
C  -6.03  0.37  1.44
C  0.39  -0.94  6.41
C  -4.04  1.95  -3.85
C  0.45  3.88  -0.23
C  -5.83  -0.70  2.30
C  1.71  1.74  2.66
C  0.61  1.45  -3.46
H  0.67  -4.05  -2.21
H  -4.40  -2.13  3.03
H  -2.55  -1.29  1.67
H  -2.90  0.29  -3.10
H  -2.37  3.91  1.89
H  -2.43  0.77  4.42
H  -0.30  4.46  2.53
H  -5.14  3.74  -4.34
H  -3.43  2.50  1.84
H  1.46  7.28  -1.81
H  -1.23  4.02  -2.62
H  -0.84  6.94  -0.94
H  -0.73  -0.43  8.17
H  2.13  3.87  -5.30
H  0.74  4.87  4.70
H  -0.13  -4.07  -4.59
H  0.74  -5.56  -4.19
H  -2.55  0.67  6.90
H  2.34  1.50  -4.80
H  -1.03  -5.56  -4.29
H  -2.29  -4.28  -2.10
H  1.29  -1.33  4.48
H  1.79  -1.71  -3.21
H  2.45  3.26  -0.69
H  3.07  1.29  4.24
H  1.18  -1.43  6.96
H  -7.00  0.83  1.35
H  1.06  -1.34  -4.76
H  -1.49  4.75  0.02
H  -1.92  2.42  2.76
H  2.45  3.29  5.59
H  3.09  5.42  -1.70
H  -0.21  -5.50  -1.87
H  -4.87  4.71  -2.07
H  -4.14  1.53  -4.85
H  -6.65  -1.08  2.90
H  2.46  -0.42  -4.20
H  -3.60  3.49  -0.36
H  0.25  5.21  -4.24
H  1.96  0.84  2.10
H  -5.15  1.67  -0.01

Summary:
Gap between HOMO and LUMO (alpha / beta): 5.1 / 6.0 eV
<S²>: 0.7933
Strongest force on any atom: 0.97 eV/Å
E_HOMO (alpha / beta): -0.0427 / -0.0741 Ha
Multiplicity: 2
DFT total energy: -13713.4490 Eh
ΔE to the lowest compared entry with this formula, charge and spin: 45.74 kcal per mole
Charge: -2

Here are the Löwdin charges for atoms 1 to 4, given in e: number 1, Sb, carries -0.230; number 2, Se, carries 0.166; number 3, Se, carries 0.190; number 4, Se, carries -0.272